{"formula": "C6H13NO", "method": "wB97M-V/def2-TZVPD", "elements": ["C", "O", "C", "C", "C", "C", "N", "C", "H", "H", "H", "H", "H", "H", "H", "H", "H", "H", "H", "H", "H"], "xyz": [[-0.2747, 1.0923, -1.4394], [-0.2404, 2.0402, -2.5153], [0.5339, 1.6609, -0.3076], [0.3774, 0.9203, 1.0153], [0.2130, -0.5737, 0.9283], [-0.9448, -1.2111, 1.0760], [-1.1454, -2.5872, 1.0495], [1.4728, -1.3661, 0.6734], [-1.3159, 0.8716, -1.1904], [0.0938, 0.1248, -1.8024], [-1.0994, 2.0893, -2.9321], [0.3861, 2.7169, -0.0907], [1.5695, 1.6625, -0.6845], [-0.5707, 1.2694, 1.4290], [1.1156, 1.1989, 1.7530], [-1.8803, -0.6817, 1.2327], [-0.3967, -3.1666, 0.7085], [-2.0626, -2.8644, 0.7432], [1.4244, -2.1017, -0.1370], [2.3242, -0.6987, 0.4936], [1.8593, -1.9597, 1.5227]], "forces_ev_per_angstrom": [[-0.93, 0.28, -0.68], [0.27, 0.00, 0.01], [1.57, -0.23, 0.09], [-1.60, -0.42, 0.06], [1.06, -0.54, -0.02], [-0.44, 0.18, -0.18], [0.00, -0.02, 0.18], [0.94, -0.23, 0.40], [-0.10, 0.24, 0.41], [0.39, 0.15, 0.24], [-0.13, -0.09, -0.06], [-0.65, 0.11, -0.41], [-0.01, -0.25, 0.30], [-0.12, 0.21, 0.16], [0.51, 0.07, 0.05], [0.16, 0.23, 0.09], [-0.02, 0.03, -0.10], [0.12, -0.16, -0.03], [-0.17, 0.27, -0.21], [-0.26, -0.01, -0.39], [-0.59, 0.17, 0.11]], "e_tot_ev": -9969.5925, "smiles": "C/C(=C\\N)CCCO"}